C4H13N3O | ωB97M-V/def2-TZVPD

```
21
Properties=species:S:1:pos:R:3:forces:R:3
C -1.70763 -0.30126 0.79323 0.894 -1.098 -0.504
C 1.51829 -1.55947 0.69989 -0.196 -0.255 -0.020
N -2.10719 -0.38814 -0.47128 -0.408 0.169 0.230
N -1.63124 -1.26224 1.68164 0.098 0.009 0.060
O 0.82750 -0.68108 1.51986 -1.252 -0.872 0.739
H -1.19212 0.60821 1.05986 -0.210 0.255 0.035
H -1.73524 0.31151 -1.12697 -0.108 0.022 0.150
H -2.36583 -1.28730 -0.85076 -0.019 0.079 0.125
H -1.99203 -2.16756 1.39779 -0.099 0.126 -0.176
H -0.38333 -1.24947 1.90147 1.116 1.327 -0.543
H 2.24785 -1.03675 0.05279 -0.082 -0.065 0.141
H 2.06613 -2.33310 1.26565 0.099 0.133 -0.085
H 0.84039 -2.12210 0.02068 0.101 0.071 -0.048
C 0.88324 1.99861 -0.10076 -0.032 -0.176 0.290
C 0.79620 1.51722 -1.50112 -0.030 0.434 -0.333
N -0.30556 1.20061 -2.05032 -0.004 -0.103 0.000
H -0.19330 0.90946 -3.02005 0.168 0.044 0.070
H 1.73831 1.51857 -2.06299 -0.093 -0.216 0.007
H -0.05022 2.47418 0.19962 -0.044 0.022 -0.044
H 1.04799 1.13728 0.57615 0.077 0.149 -0.107
H 1.69780 2.71282 0.01562 0.024 -0.055 0.013
```
Forces are in eV/Å.

## Properties
Molecular weight ... 119.17 g/mol
HOMO-LUMO gap ... 8.90 eV
E_HOMO ... -8.1 eV
ΔE to the lowest compared entry with this formula, charge and spin ... 298.9 kJ/mol
DFT total energy ... -10874.580 eV

Want to see where the charge sits? The Mulliken charges in e are: atom 1 (C): 0.21, atom 2 (C): -0.57, atom 3 (N): -0.37, atom 4 (N): -0.61, atom 5 (O): -0.84, atom 6 (H): 0.31, atom 7 (H): 0.34, atom 8 (H): 0.21, atom 9 (H): 0.23, atom 10 (H): 0.42, atom 11 (H): 0.22, atom 12 (H): 0.27, atom 13 (H): 0.18, atom 14 (C): -0.98, atom 15 (C): 0.22, atom 16 (N): -0.65, atom 17 (H): 0.19, atom 18 (H): 0.39, atom 19 (H): 0.30, atom 20 (H): 0.20, atom 21 (H): 0.33